Here is 3 unconnected molecules or ions with the total composition C2H12NO2S at a distorted geometry from OMol25. Energies are from ωB97M-V/def2-TZVPD.

Each line ends with the Mulliken charge.
Positions of all 18 atoms, in Å:
C -1.09 0.41 -0.87  -0.185
C -0.62 1.29 -1.98  -0.938
S 1.22 1.35 -2.45  -0.134
N -0.33 0.77 0.47  -0.361
H -2.15 0.62 -0.62  0.308
H -1.09 -0.65 -1.07  0.326
H -1.28 1.08 -2.82  0.396
H -0.87 2.42 -1.87  0.349
H 1.25 0.34 -3.28  0.151
H 0.34 1.63 0.48  0.365
H -1.15 0.95 1.10  0.399
H -0.04 -0.13 1.02  0.354
H -0.22 -3.78 4.35  0.314
H -1.08 -2.34 4.47  0.312
O -0.40 -2.89 3.95  -0.669
H 0.59 -2.26 1.81  0.314
H -0.27 -1.37 2.70  0.362
O 0.27 -1.33 1.90  -0.664

## Properties
Energy relative to the best compared isomer or geometry (same formula, charge and spin)   132.0 kJ/mol
Strongest force on any atom   2.892 eV/Å
Charge   +1
Electronic energy   -686.54564 hartree
Molecular weight   114.2 u